1.
Here is a cluster of 7 separate species, C23H42FN7O9S in total at a distorted geometry from OMol25. Energies are from the ωB97M-V functional and the def2-TZVPD basis.

Last column: Mulliken charge in e.
Positions of all 83 atoms, in Å:
1 O 3.12 -0.85 0.12  -0.50
2 C 2.24 -0.09 -0.06  0.26
3 O 2.20 1.12 0.62  -0.26
4 C 1.03 1.74 0.19  0.70
5 O 0.59 2.76 0.52  -0.40
6 C 0.33 0.81 -0.81  0.05
7 N -0.94 1.11 -1.44  -0.56
8 C -1.77 0.51 -0.77  0.51
9 S -2.74 -0.41 0.03  -0.24
10 C 1.05 -0.30 -0.98  0.51
11 F 0.84 -1.37 -1.70  -0.15
12 C 3.15 7.61 0.43  -0.88
13 N 1.85 7.09 0.06  0.19
14 C 1.21 6.10 0.92  -0.81
15 C 1.20 7.49 -1.05  0.07
16 O 0.11 7.09 -1.41  -0.55
17 H 3.86 6.78 0.48  0.30
18 H 3.08 8.09 1.40  0.32
19 H 3.50 8.33 -0.31  0.29
20 H 1.02 5.20 0.35  0.23
21 H 0.25 6.50 1.27  0.24
22 H 1.84 5.88 1.78  0.35
23 H 1.77 8.24 -1.63  0.25
24 C -1.95 -5.52 3.35  -0.85
25 N -2.43 -4.41 2.56  0.18
26 C -1.79 -4.12 1.28  -0.88
27 C -3.45 -3.63 2.95  0.09
28 O -3.89 -2.69 2.32  -0.54
29 H -0.90 -5.36 3.60  0.30
30 H -2.04 -6.44 2.77  0.30
31 H -2.52 -5.61 4.27  0.31
32 H -1.39 -3.10 1.31  0.22
33 H -2.53 -4.18 0.48  0.25
34 H -0.98 -4.82 1.09  0.38
35 H -3.88 -3.92 3.93  0.23
36 C -0.38 -5.80 -4.44  -0.89
37 N -0.76 -4.64 -3.65  0.25
38 C 0.19 -3.55 -3.50  -1.04
39 C -1.96 -4.55 -3.03  0.06
40 O -2.32 -3.61 -2.36  -0.55
41 H 0.51 -6.26 -4.01  0.21
42 H -0.17 -5.48 -5.46  0.37
43 H -1.19 -6.53 -4.45  0.30
44 H 0.41 -3.41 -2.45  0.30
45 H -0.26 -2.63 -3.89  0.40
46 H 1.10 -3.77 -4.05  0.36
47 H -2.60 -5.43 -3.20  0.27
48 C -3.40 7.36 -1.92  -0.82
49 N -4.03 6.14 -1.44  0.12
50 C -5.44 6.17 -1.09  -0.95
51 C -3.34 4.99 -1.30  0.16
52 O -3.82 3.94 -0.89  -0.66
53 H -3.48 8.14 -1.16  0.32
54 H -3.90 7.68 -2.84  0.33
55 H -2.34 7.18 -2.14  0.23
56 H -5.56 5.89 -0.04  0.29
57 H -5.97 5.44 -1.71  0.29
58 H -5.85 7.16 -1.26  0.38
59 H -2.28 5.07 -1.58  0.32
60 C 1.43 -9.01 -2.60  -0.96
61 N 1.16 -7.92 -1.69  0.17
62 C 2.17 -6.90 -1.48  -0.84
63 C -0.02 -7.80 -1.04  0.06
64 O -0.31 -6.91 -0.27  -0.58
65 H 2.30 -9.57 -2.24  0.35
66 H 1.64 -8.62 -3.60  0.34
67 H 0.58 -9.69 -2.66  0.30
68 H 2.44 -6.87 -0.42  0.33
69 H 1.78 -5.92 -1.77  0.14
70 H 3.06 -7.13 -2.07  0.36
71 H -0.72 -8.62 -1.27  0.32
72 C 3.77 2.34 5.49  -0.92
73 N 3.23 3.39 4.64  0.13
74 C 3.87 3.66 3.36  -0.67
75 C 2.17 4.14 5.01  0.07
76 O 1.68 5.03 4.34  -0.52
77 H 4.81 2.57 5.74  0.33
78 H 3.72 1.39 4.96  0.32
79 H 3.19 2.26 6.41  0.30
80 H 4.22 4.69 3.34  0.28
81 H 3.14 3.52 2.56  0.07
82 H 4.71 2.98 3.21  0.37
83 H 1.76 3.86 5.99  0.24

As for the HOMO energy: -8.56 eV.

=====

2.
Here is a structure of composition C31H59BN9O2PW at a distorted geometry from OMol25. Energies are from the ωB97M-V functional and the def2-TZVPD basis.

Last column: Mulliken charge in e.
Positions of all 104 atoms, in Å:
1 W -0.32 -0.85 0.21  0.39
2 C -4.01 -1.28 1.26  -1.45
3 C -3.54 -0.64 2.56  0.04
4 C -3.05 -1.70 3.56  -1.26
5 C -2.47 0.40 2.36  -0.24
6 C -2.33 1.54 3.12  -1.21
7 C -1.21 2.23 2.63  0.53
8 C -0.65 3.42 3.34  0.00
9 C 0.65 3.00 4.05  -1.26
10 C -0.47 4.69 2.50  -1.39
11 N -0.73 1.52 1.59  0.66
12 N -1.48 0.35 1.43  0.69
13 B 0.44 1.83 0.61  0.25
14 N 1.58 0.82 1.00  1.27
15 N 1.18 -0.38 1.60  0.42
16 C 2.23 -0.83 2.33  -1.12
17 C 3.29 0.06 2.20  -0.75
18 C 2.87 1.09 1.37  -0.35
19 C 3.77 2.18 0.92  0.11
20 C 3.53 3.52 1.64  -1.31
21 C 3.74 2.33 -0.61  -1.16
22 C 2.28 -2.13 3.07  0.38
23 C 0.89 -2.69 3.36  -1.28
24 C 3.12 -3.12 2.25  -1.41
25 N -0.05 1.67 -0.88  0.75
26 N -0.83 0.55 -1.18  0.77
27 C -1.57 0.85 -2.28  -0.95
28 C -1.23 2.12 -2.71  -1.10
29 C -0.28 2.62 -1.82  -0.18
30 C 0.31 3.96 -2.14  0.17
31 C 1.34 3.77 -3.27  -1.34
32 C 0.90 4.83 -1.04  -1.66
33 C -2.70 0.03 -2.81  0.60
34 C -3.98 0.89 -2.75  -1.69
35 C -2.89 -1.27 -2.02  -0.41
36 H -4.92 -1.83 1.46  0.55
37 H -4.23 -0.52 0.51  0.30
38 H -3.26 -1.99 0.89  0.14
39 H -4.39 -0.12 3.01  0.69
40 H -2.13 -2.16 3.21  0.13
41 H -2.88 -1.26 4.54  0.41
42 H -3.82 -2.46 3.67  0.43
43 H -2.95 1.86 3.93  0.66
44 H -1.38 3.66 4.12  0.66
45 H 1.41 2.69 3.33  0.05
46 H 1.03 3.85 4.61  0.46
47 H 0.46 2.19 4.75  0.40
48 H 0.48 4.70 1.97  0.09
49 H -1.29 4.82 1.81  0.34
50 H -0.47 5.55 3.17  0.56
51 H 0.81 2.93 0.76  -0.84
52 H 4.25 -0.03 2.66  0.78
53 H 4.78 1.87 1.21  0.64
54 H 2.56 3.94 1.41  0.13
55 H 3.63 3.40 2.71  0.42
56 H 4.29 4.23 1.32  0.49
57 H 2.73 2.43 -0.98  -0.04
58 H 4.31 3.21 -0.90  0.38
59 H 4.21 1.47 -1.08  0.45
60 H 2.80 -1.94 4.02  0.64
61 H 0.61 -3.37 2.56  0.15
62 H 0.90 -3.26 4.28  0.53
63 H 0.15 -1.89 3.46  0.23
64 H 2.67 -3.25 1.27  0.18
65 H 4.14 -2.78 2.13  0.42
66 H 3.15 -4.08 2.76  0.45
67 H -1.64 2.64 -3.55  0.78
68 H -0.52 4.52 -2.58  0.69
69 H 2.20 3.19 -2.94  0.25
70 H 0.91 3.28 -4.14  0.44
71 H 1.70 4.74 -3.58  0.45
72 H 1.82 4.43 -0.63  0.28
73 H 1.14 5.80 -1.47  0.55
74 H 0.17 5.01 -0.25  0.17
75 H -2.51 -0.20 -3.86  0.52
76 H -4.16 1.25 -1.74  0.36
77 H -3.90 1.76 -3.40  0.44
78 H -4.83 0.32 -3.09  0.48
79 H -2.35 -1.20 -1.04  -0.35
80 H -3.94 -1.46 -1.81  0.76
81 H -2.51 -2.13 -2.57  -0.26
82 N -0.48 -6.11 -2.00  -0.18
83 C 0.52 -5.02 -1.94  -0.70
84 P -0.20 -3.59 -2.97  1.13
85 O -1.58 -4.08 -3.26  -1.17
86 O -0.03 -2.27 -2.25  -0.42
87 C 0.61 -3.60 -4.68  -0.96
88 N -0.48 -3.91 -5.64  -0.22
89 H -0.18 -6.91 -2.56  0.36
90 H -1.33 -5.67 -2.45  0.38
91 H -0.74 -6.47 -1.07  0.36
92 H 1.49 -5.36 -2.28  0.56
93 H 0.62 -4.65 -0.92  0.03
94 H 1.40 -4.34 -4.74  0.47
95 H 1.06 -2.62 -4.89  0.37
96 H -1.33 -4.06 -5.04  0.34
97 H -0.30 -4.76 -6.19  0.37
98 H -0.67 -3.14 -6.30  0.36
99 N 2.59 -1.04 -1.28  -0.09
100 C 1.55 -1.23 -0.79  -0.29
101 H 3.48 -1.04 -1.74  0.26
102 C -0.99 -2.72 0.50  -0.23
103 H -1.03 -3.33 1.41  0.51
104 H -1.53 -3.29 -0.26  0.82

As for the HOMO energy: -19.12 eV. The charge is +4.

=====

3.
Here is an isolated molecule of C5H7NO from OMol25. Energies are from the ωB97M-V functional and the def2-TZVPD basis.

Last column: Mulliken charge in e.
Positions of all 14 atoms, in Å:
1 C -2.33 0.43 -0.19  -0.16
2 C -1.30 1.03 -0.34  -0.20
3 C 0.11 1.43 -0.37  -0.55
4 C 0.92 0.44 0.52  -0.56
5 N 0.32 -0.87 0.62  -0.24
6 C 0.75 -1.90 -0.17  0.10
7 O 1.78 -1.92 -0.80  -0.55
8 H -3.26 -0.09 -0.10  0.37
9 H 0.24 2.45 0.00  0.34
10 H 0.47 1.41 -1.41  0.27
11 H 1.92 0.32 0.10  0.32
12 H 1.01 0.87 1.53  0.30
13 H -0.68 -0.85 0.77  0.25
14 H 0.05 -2.76 -0.15  0.32

The energy above the lowest of the compared OMol25 structures with the same formula, charge and spin is 188.07 kJ/mol. As for the HOMO energy: -9.79 eV.

=====

4.
Here is a cluster of 2 separate species, C6H7NO3 in total at a distorted geometry from OMol25. Energies are from the ωB97M-V functional and the def2-TZVPD basis.

Last column: Mulliken charge in e.
Positions of all 17 atoms, in Å:
1 C 3.18 -0.68 0.32  0.20
2 C 2.15 -0.52 -0.29  -0.94
3 C 0.89 -0.35 -1.01  0.28
4 C 0.22 1.06 -1.03  -0.73
5 N -1.00 0.46 -0.46  0.20
6 C -2.29 0.90 -0.51  0.01
7 O -3.27 0.20 -0.37  -0.49
8 C -0.39 -0.86 -0.33  0.27
9 O -0.83 -1.93 -0.02  -0.51
10 H 4.06 -0.73 0.93  0.42
11 H 0.96 -0.77 -2.02  0.32
12 H 0.09 1.48 -2.03  0.29
13 H 0.67 1.77 -0.34  0.34
14 H -2.35 2.00 -0.66  0.35
15 O -0.30 -0.73 2.64  -0.64
16 H -0.97 -1.35 2.95  0.32
17 H -0.82 0.05 2.24  0.31

The energy above the lowest of the compared OMol25 structures with the same formula, charge and spin is 250.76 kJ/mol. As for the HOMO energy: -9.99 eV.

=====

The records above yield E_LUMO values of -0.383, -12.953, 0.900, 0.389 eV, respectively.
The records above yield Kohn-Sham gap values of 8.2, 6.2, 10.7, 10.4 eV, respectively.
The records above yield electronic energy values of -2460.05737, -2291.86548, -324.65284, -513.21761 Ha, respectively.